i:
ORCA calculation (the ωB97M-V functional and the def2-TZVPD basis) on a 2-piece molecular cluster, C4H13N3 overall.

The geometry in ORCA input format:
```
! RIJCOSX wB97M-V def2-TZVPD def2/J DEFGRID3
* xyz 0 1
C -0.8492 -1.3276 -1.4870
N 0.2102 -0.7052 -0.7044
N 1.4526 -1.3669 -0.7760
H 0.8665 1.5031 -1.0732
H 1.5693 -1.9562 0.0563
H 2.2071 -0.6821 -0.7385
H -1.4673 -0.5566 -1.9554
H -1.4886 -1.9543 -0.8494
H -0.4452 -1.9576 -2.2868
C -1.5326 0.5250 0.6923
C -0.0717 0.1358 0.5736
N 0.9577 2.1178 -0.2528
C 0.6046 -0.1082 1.7271
H 0.2422 2.7913 0.0130
H 1.6883 2.0081 0.4473
H -2.1705 -0.3482 0.8454
H -1.7053 1.1894 1.5460
H -1.8625 1.0369 -0.2169
H 0.1382 0.0235 2.6963
H 1.6561 -0.3683 1.7433
*
```

Computed properties:
**Highest occupied orbital energy**: -0.277 Eh
**SMILES**: C=C(C)N(C)N.N
**Lowest unoccupied orbital energy**: 0.93 eV

Atomic partial charges in e from the Löwdin method, atoms 1 to 2:
1 C -0.0928
2 N -0.2668

***

ii:
ORCA calculation (the ωB97M-V functional and the def2-TZVPD basis) on a 2-piece molecular cluster, C4H13N3 overall.

The geometry in ORCA input format:
```
! RIJCOSX wB97M-V def2-TZVPD def2/J DEFGRID3
* xyz 0 1
C -2.5834 0.4986 -2.8819
N -1.9131 0.7948 -1.6127
C -0.8621 1.7908 -1.7732
H -3.1310 1.3936 -3.1901
H -1.8605 0.2310 -3.6630
H -3.3199 -0.2883 -2.7362
H -1.5449 -0.0742 -1.2461
H -0.1405 1.5596 -2.5652
H -0.3512 1.9111 -0.8187
H -1.3652 2.7331 -1.9958
C 1.3372 -0.2290 1.4635
C 1.5269 -1.4521 1.9295
N 0.4499 -2.3839 2.1159
N 2.4150 0.6998 1.3161
H 0.3348 0.1237 1.2242
H 2.5346 -1.7570 2.1981
H 0.0566 -2.2745 3.0495
H 0.8464 -3.3182 2.0746
H 2.3625 1.3826 2.0573
H 2.3051 1.2489 0.4773
*
```

Computed properties:
**Highest occupied orbital energy**: -0.323 Eh
**SMILES**: N/C=C/N.CNC
**Lowest unoccupied orbital energy**: 1.03 eV

Atomic partial charges in e from the Löwdin method, atoms 1 to 2:
1 C -0.1538
2 N -0.1970

***

iii:
ORCA calculation (the ωB97M-V functional and the def2-TZVPD basis) on a 2-piece molecular cluster, C4H13N3 overall.

The geometry in ORCA input format:
```
! RIJCOSX wB97M-V def2-TZVPD def2/J DEFGRID3
* xyz 0 1
C -0.8091 -0.9670 0.7563
C 0.5642 -0.2058 0.6978
C 1.1036 -0.1821 -0.7211
N 1.2922 -1.5381 -1.2792
N -0.5942 -2.3324 0.8489
C -1.3810 2.3647 0.0303
N 0.0299 2.4298 -0.2600
H -1.4905 -0.6105 1.5443
H -1.3076 -0.7294 -0.2175
H 0.2860 0.8249 0.9845
H 1.1872 -0.8213 1.3463
H 0.3358 0.3072 -1.3225
H 2.0475 0.3487 -0.8039
H 0.8261 -2.2424 -0.7205
H 2.2729 -1.7880 -1.2714
H -1.3789 -2.7817 1.3220
H -1.6781 1.3575 0.2882
H -1.8153 3.0739 0.7348
H -1.8714 2.4767 -0.9654
H 0.2136 3.4374 -0.1863
*
```

Computed properties:
**Highest occupied orbital energy**: -0.256 Eh
**Lowest unoccupied orbital energy**: -3.42 eV

Atomic partial charges in e from the Löwdin method, atoms 1 to 2:
1 C -0.3606
2 C -0.1816

***

Computed energies relative to the best structure, in hartree: i 0.0690; ii 0.0000; iii 0.2306

***

i:
ORCA calculation (the ωB97M-V functional and the def2-TZVPD basis) on C5H6O as an isolated structure.

The geometry in ORCA input format:
```
! RIJCOSX wB97M-V def2-TZVPD def2/J DEFGRID3
* xyz 0 1
C 1.4582 -0.5071 0.0463
C -0.4543 -0.5486 0.5168
C -0.3636 0.9754 0.4770
O -1.5750 1.1531 -0.2255
C -1.3780 -0.2521 -0.5441
C 0.5434 0.4047 -0.5589
H 2.0299 -1.2016 -0.5601
H 1.8362 -0.2707 1.0367
H -0.4026 -1.3359 1.2751
H -0.0752 1.6682 1.2636
H -2.1007 -0.8056 -1.1262
H 0.4818 0.7204 -1.6007
*
```

Computed properties:
**Highest occupied orbital energy (spin up / spin down)**: -0.231 / -0.231 Eh
**Lowest unoccupied orbital energy (spin up / spin down)**: 0.88 / 0.88 eV

Atomic partial charges in e from the Löwdin method, atoms 1 to 2:
1 C -0.0406
2 C -0.0859

***

ii:
ORCA calculation (the ωB97M-V functional and the def2-TZVPD basis) on one molecule with the formula C5H6O.

The geometry in ORCA input format:
```
! RIJCOSX wB97M-V def2-TZVPD def2/J DEFGRID3
* xyz 0 1
O 2.3166 -0.3654 0.3609
C 1.1662 -0.1090 0.1114
C 0.0294 -1.0935 -0.1452
C -1.2280 -0.2531 0.1292
C -0.9200 1.2162 0.2375
C 0.5408 1.2847 0.0183
H 0.1303 -1.9797 0.4858
H 0.0967 -1.4290 -1.1882
H -2.0717 -0.4339 -0.5470
H -1.6408 -0.4554 1.1321
H 0.4718 1.5180 -1.0685
H 1.1088 2.1000 0.4737
*
```

Computed properties:
**Highest occupied orbital energy**: -0.319 Eh
**Lowest unoccupied orbital energy**: 0.03 eV

Atomic partial charges in e from the Löwdin method, atoms 1 to 2:
1 O 0.0964
2 C -0.3999

***

iii:
ORCA calculation (the ωB97M-V functional and the def2-TZVPD basis) on one molecule with the formula C5H6O.

The geometry in ORCA input format:
```
! RIJCOSX wB97M-V def2-TZVPD def2/J DEFGRID3
* xyz 0 1
C -1.3694 0.3809 0.2008
C -0.3586 -0.7097 -0.1413
C 1.0583 -0.1534 -0.3431
C 1.5195 -0.1764 -1.5609
C 1.7863 0.3903 0.8581
O 1.4413 1.3907 1.4321
H -1.0468 0.9671 1.0655
H -1.4963 1.0640 -0.6439
H -2.3394 -0.0721 0.4311
H -0.6588 -1.2443 -1.0486
H -0.3015 -1.4598 0.6567
H 2.6331 -0.2252 1.2167
*
```

Computed properties:
**Highest occupied orbital energy**: -0.386 Eh
**Lowest unoccupied orbital energy**: -0.76 eV

Atomic partial charges in e from the Löwdin method, atoms 1 to 2:
1 C -0.0929
2 C -0.2224

***

iv:
ORCA calculation (the ωB97M-V functional and the def2-TZVPD basis) on C5H6O as an isolated structure.

The geometry in ORCA input format:
```
! RIJCOSX wB97M-V def2-TZVPD def2/J DEFGRID3
* xyz 0 1
C -0.9935 0.3204 0.2091
C -0.9589 -1.2035 0.0749
C 0.5534 -1.3599 0.1582
C 0.7960 -0.0257 -0.0681
C 1.8643 0.8978 0.3103
O 1.7288 2.0938 0.4480
H -0.9595 0.7139 1.2220
H -0.0014 0.6006 -0.6988
H -1.6638 0.9371 -0.4060
H -1.3661 -1.5769 -0.8706
H -1.4911 -1.7107 0.8866
H 2.8267 0.3736 0.4751
*
```

Computed properties:
**Highest occupied orbital energy**: -0.317 Eh
**Lowest unoccupied orbital energy**: 0.25 eV

Atomic partial charges in e from the Löwdin method, atoms 1 to 2:
1 C -0.0333
2 C -0.2392

***

Computed energies relative to the best structure, in hartree: i 0.1553; ii 0.0000; iii 0.0291; iv 0.0920

***

i:
ORCA calculation (the ωB97M-V functional and the def2-TZVPD basis) on a 9-piece molecular cluster, H17O9 overall.

The geometry in ORCA input format:
```
! RIJCOSX wB97M-V def2-TZVPD def2/J DEFGRID3
* xyz -1 1
O -0.4801 0.0271 -0.3856
H 0.1931 -0.0256 0.1979
O 2.1428 -0.8057 -1.0580
H 2.2461 -1.7011 -0.9111
H 1.2268 -0.6742 -0.9512
O 1.0326 0.2230 3.7232
H 1.7984 -0.3540 3.6357
H 0.2889 0.3040 3.0771
O -0.0175 0.3348 -2.9835
H -0.1709 0.3191 -2.0652
H -0.3367 -0.4331 -3.3141
O 3.0641 1.0423 0.6774
H 3.7727 1.4676 0.2393
H 2.7937 0.2766 0.1045
O -1.3990 -2.4941 -0.6366
H -1.2019 -1.6770 -0.5612
H -2.1502 -2.7794 -0.9088
O -3.1966 0.0013 -0.8042
H -3.3519 -0.4950 -1.6321
H -2.1136 -0.0585 -0.6209
O -0.3102 2.4673 0.0286
H 0.6357 2.8464 -0.4109
H -0.4785 1.6661 -0.4194
O -1.2626 -0.0848 2.2460
H -1.1682 -0.2448 1.2576
H -1.5571 0.8518 2.4754
*
```

Computed properties:
**Highest occupied orbital energy**: -0.240 Eh
**Lowest unoccupied orbital energy**: 3.28 eV

Atomic partial charges in e from the Löwdin method, atoms 1 to 2:
1 O -0.3599
2 H -0.0640

***

ii:
ORCA calculation (the ωB97M-V functional and the def2-TZVPD basis) on a 9-piece molecular cluster, H17O9 overall.

The geometry in ORCA input format:
```
! RIJCOSX wB97M-V def2-TZVPD def2/J DEFGRID3
* xyz -1 1
O 1.1645 -0.2764 1.0026
H -0.1364 -0.9944 1.3825
H -0.0604 1.0715 1.4132
O -2.0222 3.4283 -0.2370
H -1.6636 2.5258 -0.5077
O 1.5691 -3.5243 0.5239
H 0.6999 -3.9877 0.4410
H -1.6976 -0.5809 1.3356
O 1.6706 0.4182 -3.7885
H 0.1510 -1.9856 -1.2138
H 0.9887 0.0244 -3.2653
O -0.6475 1.7483 1.7701
H 1.7391 2.4167 0.7987
H 2.3445 0.7100 -3.1537
O -0.1290 -1.1476 -1.6688
H 1.3677 -2.6258 0.7677
H -0.2054 -0.5907 -0.8704
O -1.1633 -1.3029 1.6549
H -1.0298 1.2375 2.5126
H -1.8084 3.1969 0.7102
O -2.5150 -0.6278 -0.4434
H -3.1025 -0.7537 -1.1859
H -1.7622 -1.1269 -0.2459
O 2.4487 1.9703 0.3034
H 1.9020 1.1223 0.4184
H 1.8975 -0.3455 1.5455
*
```

Computed properties:
**Highest occupied orbital energy**: -0.239 Eh
**Lowest unoccupied orbital energy**: 3.13 eV

Atomic partial charges in e from the Löwdin method, atoms 1 to 2:
1 O -0.3426
2 H 0.0252

***

Computed energies relative to the best structure, in hartree: i 0.0663; ii 0.0000

***

i:
ORCA calculation (the ωB97M-V functional and the def2-TZVPD basis) on a 9-piece molecular cluster, H17O9 overall.

The geometry in ORCA input format:
```
! RIJCOSX wB97M-V def2-TZVPD def2/J DEFGRID3
* xyz -1 1
O 0.2274 -0.3410 0.8929
H 1.1843 -0.1366 -0.5519
H 0.1549 0.6003 1.1130
O 0.8114 2.9651 -0.0410
H 1.6242 3.1642 -0.5157
O -3.8877 0.0186 0.5354
H -3.0470 0.2281 0.0407
H -3.5263 0.0183 1.4306
O -0.9581 -2.1791 2.6799
H -0.4148 -1.4142 2.4084
H -0.9130 -2.8192 1.9638
O -0.2720 -2.6477 -0.1201
H 0.1875 -2.5647 -0.9532
H -0.3222 -1.7671 0.3116
O -1.6548 0.3881 -0.8672
H -1.0347 0.0905 -0.1401
H -1.7845 -0.1798 -1.6232
O 1.6098 -0.5199 -1.3734
H 2.4575 -0.7638 -0.9753
H 0.1653 3.6035 -0.3574
O 3.1619 -0.3901 1.6832
H 2.6051 -1.1428 1.9282
H 2.4755 0.2730 1.8142
O 0.4539 2.1676 -3.3358
H -0.0702 1.3808 -3.5062
H 0.7667 1.9680 -2.4412
*
```

Computed properties:
**Highest occupied orbital energy**: -0.224 Eh
**Lowest unoccupied orbital energy**: 2.95 eV

Atomic partial charges in e from the Löwdin method, atoms 1 to 2:
1 O -0.4057
2 H -0.0122

***

ii:
ORCA calculation (the ωB97M-V functional and the def2-TZVPD basis) on a 9-piece molecular cluster, H17O9 overall.

The geometry in ORCA input format:
```
! RIJCOSX wB97M-V def2-TZVPD def2/J DEFGRID3
* xyz -1 1
O -0.2585 -0.1800 -0.5069
H 0.2357 -0.7486 -0.1596
O 0.6239 2.1315 -1.3804
H 0.0077 1.3057 -1.2013
H 0.1444 2.8721 -1.5047
O 0.6602 -2.0291 -2.0686
H 0.2566 -1.4600 -1.4730
H 1.1224 -2.6675 -1.5866
O 3.0246 -0.2632 -1.0995
H 2.9215 0.2443 -0.3551
H 2.0934 -0.3213 -1.3371
O 0.8359 2.2404 1.8614
H 0.3431 1.9554 1.1691
H 1.5625 1.6759 1.7450
O -2.6052 -1.7506 -0.1718
H -3.1700 -1.2060 0.2236
H -1.9281 -1.1088 -0.2766
O 0.8460 -0.7974 3.1212
H 0.9198 -1.3136 3.8591
H 0.3980 -1.5670 2.5220
O -1.9400 0.3923 -2.3530
H -2.0316 1.3093 -2.4306
H -1.4401 0.0385 -1.6431
O -1.2341 0.4049 1.8119
H -0.8816 0.2491 0.9477
H -0.5063 0.5937 2.2872
*
```

Computed properties:
**Highest occupied orbital energy**: -0.243 Eh
**Lowest unoccupied orbital energy**: 2.89 eV

Atomic partial charges in e from the Löwdin method, atoms 1 to 2:
1 O -0.2934
2 H -0.1340

***

Computed energies relative to the best structure, in hartree: i 0.0000; ii 0.1051

***

i:
ORCA calculation (the ωB97M-V functional and the def2-TZVPD basis) on a 8-piece molecular cluster, C7H29O8 overall.

The geometry in ORCA input format:
```
! RIJCOSX wB97M-V def2-TZVPD def2/J DEFGRID3
* xyz -1 1
O -39.8345 18.3750 28.9305
H -39.9093 19.2347 29.2039
C -36.8147 19.4467 27.4777
O -38.1288 19.9547 27.6636
H -36.4044 20.0178 26.6060
H -36.9785 18.3561 27.3959
H -36.0056 19.8649 28.2049
H -38.8200 19.2097 27.9345
C -42.1115 15.8776 28.7862
O -41.5378 16.4971 29.9841
H -43.0314 16.4166 28.4899
H -42.4925 14.9684 28.8569
H -41.7476 15.9590 27.7805
H -40.7832 17.2469 29.6669
C -38.8150 15.6048 26.8284
O -39.1285 17.0314 26.6795
H -38.8415 15.0103 25.8683
H -39.4288 15.2554 27.6468
H -37.7528 15.6104 27.4687
H -39.4486 17.3766 27.5146
C -42.0739 19.9595 26.6968
O -41.8660 18.6457 27.1127
H -42.0499 20.5706 27.7208
H -42.9151 20.2007 25.9879
H -41.2537 20.2164 26.0661
H -41.0326 18.6824 27.5432
C -37.9059 16.6753 31.1410
O -37.5451 17.3160 29.8507
H -38.8953 16.6527 31.0862
H -37.6918 17.5258 32.1060
H -37.4830 15.6436 31.3550
H -38.2091 17.8484 29.2705
C -37.1464 20.4787 31.2178
O -37.8051 21.4139 30.3020
H -37.9195 19.7563 31.6923
H -36.4920 21.1976 31.7823
H -36.4533 19.7918 30.5858
H -38.0291 20.9689 29.5460
C -41.0845 20.4908 31.4883
O -41.8729 19.6733 30.7067
H -41.6404 20.6781 32.2257
H -40.5616 21.3483 31.1018
H -40.1194 19.9271 32.0042
H -41.3402 19.1124 30.1560
*
```

Computed properties:
**Highest occupied orbital energy**: -0.227 Eh
**Lowest unoccupied orbital energy**: 3.40 eV

Atomic partial charges in e from the Löwdin method, atoms 1 to 2:
1 O -0.3177
2 H -0.0506

***

ii:
ORCA calculation (the ωB97M-V functional and the def2-TZVPD basis) on a 8-piece molecular cluster, C7H29O8 overall.

The geometry in ORCA input format:
```
! RIJCOSX wB97M-V def2-TZVPD def2/J DEFGRID3
* xyz -1 1
O -0.1011 -0.0758 0.3136
H -0.9015 -0.2621 -0.2597
C 1.3495 -2.0654 -2.1926
O 0.1091 -1.9225 -1.6155
H 1.2454 -2.9999 -2.5974
H 2.3019 -1.9616 -1.5250
H 1.5720 -1.4479 -3.0001
H 0.0529 -1.6016 -0.6945
C 0.3162 0.9454 3.6259
O 0.0272 1.6393 2.3828
H -0.6371 0.8102 4.1979
H 1.0374 1.4770 4.2209
H 0.7879 0.0717 3.5196
H -0.1980 0.9419 1.6542
C 3.0937 -0.8517 1.6442
O 1.9591 -1.6157 1.1023
H 3.4762 -1.6949 2.2162
H 2.7160 -0.0965 2.2795
H 3.6469 -0.5758 0.6608
H 1.4513 -0.9184 0.9439
C -2.0028 -2.6888 1.7756
O -1.1601 -1.7113 2.3064
H -2.7419 -2.0214 1.0990
H -2.8082 -3.0557 2.4329
H -1.2311 -3.1512 1.3278
H -0.8912 -1.1840 1.4477
C 1.7412 2.4655 -0.8369
O 1.6594 1.1219 -1.1458
H 1.0323 2.7161 -0.0762
H 1.2433 2.9442 -1.7275
H 2.7621 2.9045 -0.7201
H 1.0313 0.7366 -0.5894
C -0.6634 1.0492 -3.4914
O -1.5114 -0.0544 -3.2660
H -0.8281 1.8335 -2.9154
H -0.8325 1.4642 -4.5978
H 0.4169 0.8220 -3.4840
H -0.8792 -0.3947 -2.6694
C -3.1108 1.5321 -0.5421
O -2.8089 1.0976 0.7174
H -4.1238 2.0203 -0.5646
H -3.1903 0.8146 -1.2102
H -2.4851 2.1073 -1.1299
H -1.9226 0.8365 0.9829
*
```

Computed properties:
**Highest occupied orbital energy**: -0.227 Eh
**Lowest unoccupied orbital energy**: 3.41 eV

Atomic partial charges in e from the Löwdin method, atoms 1 to 2:
1 O -0.3677
2 H 0.0314

***

Computed energies relative to the best structure, in hartree: i 0.0180; ii 0.0000